# 1
Entry from OMol25: a 2-piece molecular cluster, C9H7NO2 overall in a non-equilibrium geometry (ωB97M-V/def2-TZVPD).

Structure (XYZ):
```
19
Properties=species:S:1:pos:R:3:nbo_charge:R:1
H 0.60 -3.06 1.21 0.2071
C 0.56 -0.39 0.08 0.1498
C -2.91 0.66 -0.17 1.0327
C -0.32 0.64 0.55 -0.1256
C 1.97 1.15 -0.85 -0.1990
H 1.21 3.23 -0.85 0.2188
O -2.65 0.08 -1.11 -0.5209
H -1.13 -3.28 0.80 0.2374
N -0.33 -1.35 0.60 -0.4136
C 1.70 -0.21 -0.59 -0.2683
H 2.51 -0.85 -0.71 0.2242
H -0.60 2.65 0.89 0.2339
C -0.07 1.94 0.27 -0.2086
H 2.79 1.44 -1.50 0.2187
C 1.12 2.15 -0.52 -0.2141
H 0.21 -2.91 -0.48 0.2040
C -1.24 -0.54 1.15 0.1427
C -0.18 -2.72 0.57 -0.4051
O -3.24 1.36 0.67 -0.5141
```

---

# 2
32
Properties=species:S:1:pos:R:3:nbo_charge:R:1 method="wB97M-V/def2-TZVPD" charge=+1
O 0.29 -1.75 -0.89 -0.5947
H 1.46 -3.77 -0.73 0.5313
H 5.51 0.61 -0.77 0.2586
C 2.42 -0.71 -0.78 0.0826
C 1.51 -1.89 -0.79 0.8185
C 3.80 -0.68 -0.81 -0.1482
C 4.43 0.56 -0.74 -0.1201
N -1.95 0.05 0.39 -0.3745
C -3.02 0.30 -0.34 0.1135
C -4.27 -0.02 0.16 -0.1667
H -5.15 0.19 -0.45 0.2716
O 1.53 3.86 -0.22 -0.4528
C 1.30 2.70 -0.28 0.7332
C -4.34 -0.62 1.41 -0.1132
H -3.19 -1.39 3.09 0.2700
C -1.97 -0.55 1.58 0.1023
N 1.74 0.43 -0.69 -0.3709
C 3.69 1.72 -0.60 -0.1464
C -2.66 0.86 -1.70 0.7356
H 4.13 2.70 -0.50 0.2744
Pd -0.20 0.36 -0.37 1.5446
C 2.31 1.61 -0.56 0.1244
O 2.11 -3.05 -0.72 -0.5987
H -5.31 -0.89 1.82 0.2528
O -0.38 -1.42 3.15 -0.5026
H 4.36 -1.60 -0.88 0.2666
C -3.18 -0.91 2.13 -0.1705
O 0.03 2.24 -0.05 -0.5269
O -1.34 0.88 -1.92 -0.6491
O -3.46 1.21 -2.51 -0.4921
O 0.41 -0.25 1.43 -0.6924
C -0.59 -0.80 2.16 0.7398

---

no.,gap between HOMO and LUMO (eV)
1,8.45
2,7.62